(1)
# C19H46B2IO7

A 3-piece molecular cluster, C19H46B2IO7 overall (wB97M-V/def2-TZVPD, the Open Molecules 2025 dataset).

Values from the calculation:
E_HOMO (Eh): -0.1623
Max |F| (eV Å⁻¹): 1.88
HOMO-LUMO gap (eV): 7.0
Total charge: -1
Calculated total energy (Ha): -1625.5851

```
75
Properties=species:S:1:pos:R:3:forces:R:3:mulliken_charge:R:1
C 4.166623 0.923689 -1.663570 -1.05 0.00 0.32 -1.4141
C 2.846206 0.207976 -2.127503 1.48 0.52 0.56 0.0016
C 2.659688 -1.032210 -1.219269 -0.35 -0.43 -0.83 -0.8815
C 1.187961 -1.518463 -1.068080 0.42 -0.13 -0.19 0.5703
C 0.739280 -2.104087 -2.443065 0.52 -0.45 0.47 -1.6705
B 0.156740 -0.424881 -0.414473 0.19 -0.34 -0.97 1.0251
I 0.708641 -0.264177 1.763483 0.15 0.17 0.86 -0.3113
B -1.463357 -0.799379 -0.581411 -1.27 -0.48 0.53 -0.5401
O -2.270578 -1.340779 0.475498 -0.07 0.18 -1.87 -0.6931
C -2.293954 -0.550237 -1.954164 0.26 0.20 0.42 -0.1674
C -3.138713 0.773857 -1.905455 0.38 -1.01 -0.14 -0.8717
H 4.973577 0.197665 -1.494293 -0.03 0.26 -0.35 0.3305
H 4.456612 1.746990 -2.333042 0.15 -0.35 0.12 0.3950
H 3.930549 1.358589 -0.675979 0.27 -0.05 -0.31 0.3198
H 2.051293 0.957295 -2.028961 -0.07 -0.47 0.00 0.0421
H 2.963214 -0.038506 -3.194502 -0.29 -0.20 0.30 0.3421
H 3.218409 -1.859146 -1.712275 -0.05 0.28 0.25 0.3402
H 3.171599 -0.888431 -0.253497 -0.49 0.22 -0.15 0.3372
H 1.222491 -2.380770 -0.366518 -0.01 0.27 -0.32 -0.0746
H -0.134008 -2.767626 -2.324023 0.04 0.50 -0.16 0.3263
H 0.561255 -1.342325 -3.213661 -0.14 -0.14 0.24 0.2539
H 1.552836 -2.762544 -2.815098 -0.29 0.27 -0.01 0.4794
H 0.295552 0.693088 -0.859212 0.08 0.17 -0.02 -0.3639
H -1.744439 -1.958542 0.973018 0.53 0.21 0.83 0.2329
H -2.911153 -1.454263 -2.112125 -0.05 0.45 -0.10 0.1914
H -1.601689 -0.473748 -2.809041 -0.13 -0.07 0.32 0.1202
H -2.608327 1.496671 -1.267089 -0.37 0.02 -0.26 0.1026
H -3.235981 1.168793 -2.926498 -0.15 0.16 0.42 0.2625
H -4.134754 0.553468 -1.497132 0.27 0.33 0.00 0.3496
C -3.967132 6.680445 -0.559774 0.20 0.17 -0.12 -0.8029
O -2.921266 6.495190 -1.490142 -0.36 -0.25 -0.02 -0.2971
C -2.234741 5.256238 -1.350278 0.12 0.13 -0.21 -0.5271
C -2.023027 4.562746 -2.687037 0.16 -0.11 0.04 -0.3580
O -3.197696 4.071140 -3.322163 -0.06 0.18 -0.09 -0.3574
C -4.143963 5.005977 -3.818592 -0.03 -0.06 0.05 -0.3521
C -3.682017 5.863300 -4.989465 -0.03 0.12 0.26 -0.5503
O -2.688984 6.802171 -4.606620 0.21 -0.32 -0.05 -0.2870
C -1.606084 6.901022 -5.506292 -0.13 0.17 0.14 -0.8144
H -3.572988 7.076383 0.382044 -0.12 -0.08 0.11 0.3058
H -4.665921 7.404826 -0.981437 0.07 0.06 0.01 0.2320
H -4.515247 5.752469 -0.371780 0.04 -0.03 0.05 0.3735
H -2.769731 4.579436 -0.677146 -0.06 0.03 -0.02 0.3388
H -1.254220 5.472474 -0.911789 0.07 -0.23 0.02 0.3686
H -1.414495 3.675715 -2.491800 -0.12 -0.05 0.06 0.4744
H -1.440246 5.179156 -3.370814 -0.08 0.25 0.05 0.0737
H -4.545939 5.620167 -3.012948 0.14 0.22 -0.01 0.1078
H -4.978545 4.397358 -4.178553 0.07 -0.06 -0.06 0.4220
H -4.541105 6.430126 -5.368067 -0.15 -0.17 -0.08 0.3823
H -3.319918 5.209014 -5.789386 0.07 0.01 0.02 0.3433
H -1.324147 5.924644 -5.912314 -0.03 0.00 -0.04 0.3844
H -0.750429 7.296903 -4.958701 -0.05 0.07 0.01 0.2361
H -1.850105 7.588128 -6.323959 0.09 -0.08 -0.13 0.2980
C 3.010247 -2.895615 3.298597 0.24 0.12 0.25 -0.7751
O 2.474164 -3.463573 4.483093 -0.05 -0.38 -0.28 -0.3685
C 1.071410 -3.668208 4.433149 0.17 -0.08 0.21 -0.3420
C 0.679517 -5.046000 4.946795 -0.08 0.12 0.05 -0.3335
O 1.076872 -6.146441 4.133555 0.08 -0.10 0.09 -0.4610
C 2.460026 -6.454153 4.028138 0.02 0.06 -0.09 -0.2741
C 3.126686 -6.966546 5.298152 0.05 0.27 -0.11 -0.5314
O 3.245347 -5.956150 6.287164 -0.39 -0.12 0.06 -0.2746
C 2.901428 -6.374795 7.588863 0.19 0.16 -0.12 -0.8107
H 2.909019 -1.808760 3.323321 -0.04 -0.05 -0.24 0.2487
H 4.071201 -3.153534 3.253783 -0.01 0.00 0.12 0.2974
H 2.528114 -3.291470 2.400749 -0.08 0.10 0.00 0.3827
H 0.687040 -3.537687 3.417361 0.05 0.04 -0.01 0.2246
H 0.605293 -2.911366 5.074243 -0.26 -0.04 -0.07 0.3668
H -0.413575 -5.081870 4.958414 0.01 -0.03 -0.13 0.4165
H 0.994035 -5.193608 5.980069 0.23 0.10 0.01 0.0879
H 3.013472 -5.619785 3.598496 0.08 0.13 0.22 0.0741
H 2.513864 -7.263170 3.293674 -0.07 -0.05 0.06 0.4163
H 4.140304 -7.302327 5.048902 -0.04 -0.18 -0.16 0.3678
H 2.561306 -7.825141 5.676890 -0.03 0.03 0.06 0.3463
H 2.042126 -7.053232 7.584486 0.03 -0.05 0.00 0.3760
H 2.628089 -5.489714 8.164056 0.08 0.03 -0.01 0.2346
H 3.756389 -6.859847 8.072997 -0.09 -0.12 0.10 0.3021
```
Forces are in eV/Å.



(2)
# C5H7O3Sr

C5H7O3Sr as an isolated structure (wB97M-V/def2-TZVPD, the Open Molecules 2025 dataset).

Values from the calculation:
E_HOMO (alpha / beta) (Eh): -0.1635 / -0.2369
Energy above the lowest of the compared OMol25 structures with the same formula, charge and spin (kJ/mol): 325.1
Spin multiplicity: 2
Max |F| (eV Å⁻¹): 2.43
HOMO-LUMO gap (alpha / beta) (eV): 4.5 / 6.3
Expectation value of S²: 0.751
Calculated total energy (Ha): -450.9424

```
16
Properties=species:S:1:pos:R:3:forces:R:3:mulliken_charge:R:1
C 0.814939 -2.356090 1.505251 0.49 -2.33 0.04 -0.5544
H 0.467140 -3.431878 1.548007 -1.75 1.52 0.73 0.2219
H 1.345400 -2.089018 2.430219 0.55 0.14 -0.48 0.2434
C 1.110420 -2.137625 0.203496 0.79 -1.21 -0.57 -0.9364
H 2.184452 -2.017821 -0.031878 -0.01 2.06 0.26 0.2639
C -1.814708 1.246153 1.290917 0.76 -0.36 -0.22 -0.5707
C -0.686629 1.487762 0.630699 -1.18 1.23 -1.40 -0.0474
O -0.546428 0.919015 -0.696047 -0.23 -0.80 1.37 -0.2026
C 0.162946 1.518278 -1.652038 1.14 0.87 1.36 0.7183
O 0.610766 2.626231 -1.641214 -0.40 -0.28 -0.28 -0.4898
O 0.407913 0.565855 -2.559399 -0.17 -0.52 -0.72 -0.3631
H -2.095805 1.905799 2.110063 0.33 -0.57 0.13 0.2552
H -2.426171 0.378062 1.038891 -0.13 0.56 -0.09 0.1874
H -0.008555 2.315515 0.835433 -0.02 -0.39 -0.21 0.3256
H 0.957693 0.880597 -3.289445 -0.03 0.29 0.04 0.3136
Sr -0.483375 -1.810835 -1.722956 -0.14 -0.23 0.06 0.6350
```
Forces are in eV/Å.



(3)
# H5Na6O3

H5Na6O3 as an isolated structure (wB97M-V/def2-TZVPD, the Open Molecules 2025 dataset).

Values from the calculation:
E_HOMO (Eh): -1.0762
Energy above the lowest of the compared OMol25 structures with the same formula, charge and spin (kJ/mol): 180.1
Max |F| (eV Å⁻¹): 2.35
HOMO-LUMO gap (eV): 9.0
Total charge: +5
Calculated total energy (Ha): -1200.2959

```
14
Properties=species:S:1:pos:R:3:forces:R:3:mulliken_charge:R:1
Na -1.264903 3.223777 0.203771 -0.63 1.51 0.44 1.0101
Na -3.036316 0.278569 -0.199698 -1.44 -0.46 0.34 1.0032
Na -1.261881 1.648837 -3.013471 -0.40 0.37 -1.50 0.9872
Na 0.066927 0.725216 1.852948 0.37 -0.47 2.27 0.9576
Na 0.149427 -1.184219 -1.613335 0.71 -1.64 -0.37 0.9733
Na 1.614642 2.000841 -0.858618 1.47 0.52 -0.40 1.0217
O -0.620997 0.986159 -0.597808 0.25 0.14 0.35 -1.2540
H -0.307704 0.282505 0.003777 -0.43 0.09 -0.82 0.1133
O 2.345765 -1.316851 0.122388 -1.68 1.31 -0.71 -0.5395
H 2.530372 -0.643813 0.795748 0.81 -0.59 0.23 0.3275
H 2.583035 -0.894251 -0.719042 1.20 -0.55 0.19 0.3273
O -0.736798 -1.350569 1.365420 -0.27 0.26 -0.39 -0.5358
H -0.737627 -2.112005 1.997146 0.18 0.26 -0.07 0.3249
H -1.323936 -1.644195 0.660769 -0.15 -0.75 0.44 0.2832
```
Forces are in eV/Å.